1.
Density functional theory data (ωB97M-V/def2-TZVPD) for C9H9NSi as an isolated structure.

Summary:
E: -18845.06854 eV
HOMO level: -9.34 eV
energy relative to the best compared isomer or geometry (same formula, charge and spin): 0.0 kcal/mol
Kohn-Sham gap: 9.397 eV

```
! RIJCOSX wB97M-V def2-TZVPD def2/J DEFGRID3
* xyz 0 1
C 2.652 -0.895 -1.291
C 2.906 0.184 -0.473
C 1.344 -1.376 -1.435
C 1.879 0.821 0.098
C 0.334 -0.704 -0.703
C 0.549 0.430 0.001
C -2.986 -0.068 0.365
C -1.951 -0.414 1.147
C -2.947 1.359 0.012
N -1.969 2.130 0.267
Si -0.795 1.086 1.080
H 3.478 -1.302 -1.901
H 3.939 0.607 -0.499
H 1.254 -2.065 -2.285
H 2.163 1.810 0.455
H -0.753 -0.993 -0.767
H -3.721 -0.795 0.050
H -1.753 -1.349 1.601
H -3.941 1.792 -0.468
H -0.098 1.414 2.423
*
```


2.
Density functional theory data (ωB97M-V/def2-TZVPD) for an isolated ion of composition C9H9OS and charge +1.

Summary:
E: -22350.57923 eV
HOMO level: -13.84 eV
energy relative to the best compared isomer or geometry (same formula, charge and spin): 68.2 kcal/mol
Kohn-Sham gap: 8.448 eV

```
! RIJCOSX wB97M-V def2-TZVPD def2/J DEFGRID3
* xyz 1 1
C 2.794 -0.024 -0.485
C 2.307 -1.355 -0.394
C 1.957 1.132 -0.494
C 0.948 -1.550 -0.300
C 0.562 0.882 -0.373
C 0.214 -0.413 -0.325
C -0.522 1.876 -0.222
C -1.789 1.532 -0.197
C -1.952 -0.746 1.486
O -3.206 -0.696 -0.930
S -2.001 -0.251 -0.271
H 3.936 -0.068 -0.709
H 2.895 -2.286 -0.481
H 2.291 2.076 -0.726
H 0.486 -2.544 -0.291
H -0.224 2.846 -0.443
H -2.691 2.131 -0.290
H -0.946 -0.979 1.843
H -2.483 -1.705 1.602
H -2.574 0.141 2.000
*
```


3.
Density functional theory data (ωB97M-V/def2-TZVPD) for CAg6O3 as an isolated structure.

Summary:
E: -31123.25800 eV
HOMO level: -24.47 eV
Kohn-Sham gap: 7.048 eV

```
! RIJCOSX wB97M-V def2-TZVPD def2/J DEFGRID3
* xyz 4 1
Ag 1.449 -2.776 -0.131
Ag -1.383 -0.995 -0.738
Ag 0.838 0.088 -3.417
Ag -0.632 -0.725 2.870
Ag 0.274 2.416 -1.123
Ag -2.787 1.607 0.943
C 0.647 0.156 0.432
O -0.281 0.975 0.846
O 0.909 0.117 -0.836
O 0.964 -0.864 1.154
*
```


4.
Density functional theory data (ωB97M-V/def2-TZVPD) for CAgF4O3P as an isolated structure.

Summary:
<S²>: 0.76
E: -31329.57410 eV
HOMO level (alpha / beta): -16.24 / -16.08 eV
energy relative to the best compared isomer or geometry (same formula, charge and spin): 21.0 kcal/mol
Kohn-Sham gap (alpha / beta): 9.303 / 5.744 eV

```
! RIJCOSX wB97M-V def2-TZVPD def2/J DEFGRID3
* xyz 1 2
C -0.779 1.879 1.426
O 0.789 0.179 0.221
O -1.665 1.385 0.781
O -0.406 2.645 2.220
Ag 2.659 -0.432 -0.226
P -0.083 -0.837 -0.606
F 1.401 -1.142 -1.616
F 0.281 -2.315 -0.075
F -1.585 -1.164 -0.179
F -0.613 -0.197 -1.946
*
```


5.
Density functional theory data (ωB97M-V/def2-TZVPD) for one molecule with the formula CBr2O2.

Summary:
E: -145209.88147 eV
HOMO level (alpha / beta): -9.65 / -9.65 eV
energy relative to the best compared isomer or geometry (same formula, charge and spin): 126.5 kcal/mol
Kohn-Sham gap (alpha / beta): 6.061 / 6.059 eV

```
! RIJCOSX wB97M-V def2-TZVPD def2/J DEFGRID3
* xyz 0 1
C -1.070 -0.393 -0.123
O -1.805 0.572 -0.574
O -1.860 0.114 0.807
Br 3.807 0.233 0.087
Br 0.928 -0.526 -0.197
*
```


6.
Density functional theory data (ωB97M-V/def2-TZVPD) for a 2-piece molecular cluster, CBrClF2O overall.

Summary:
E: -91081.95892 eV
HOMO level: -11.66 eV
energy relative to the best compared isomer or geometry (same formula, charge and spin): 0.9 kcal/mol
SMILES: O=C(F)Br.FCl
Kohn-Sham gap: 11.196 eV

```
! RIJCOSX wB97M-V def2-TZVPD def2/J DEFGRID3
* xyz 0 1
O 0.344 -1.445 0.041
C 0.983 -0.552 -0.311
F 1.360 0.384 0.535
Br 1.772 -0.077 -1.960
F -2.736 1.427 1.091
Cl -1.724 0.263 0.605
*
```


7.
Density functional theory data (ωB97M-V/def2-TZVPD) for a 2-piece molecular cluster, CBrClN4 overall.

Summary:
E: -89557.81038 eV
HOMO level: -9.75 eV
energy relative to the best compared isomer or geometry (same formula, charge and spin): 4.4 kcal/mol
Kohn-Sham gap: 9.316 eV

```
! RIJCOSX wB97M-V def2-TZVPD def2/J DEFGRID3
* xyz 0 1
C -0.921 1.354 -0.697
N -1.695 0.716 -1.267
N -0.456 -1.354 1.790
N 0.239 -1.086 0.962
N 1.057 -0.676 0.235
Cl 0.045 2.225 0.308
Br 1.731 -1.178 -1.331
*
```


8.
Density functional theory data (ωB97M-V/def2-TZVPD) for a 2-piece molecular cluster, CBrClNO2P overall.

Summary:
E: -98473.65892 eV
HOMO level (alpha / beta): -9.69 / -9.70 eV
energy relative to the best compared isomer or geometry (same formula, charge and spin): 79.9 kcal/mol
Kohn-Sham gap (alpha / beta): 5.415 / 5.417 eV

```
! RIJCOSX wB97M-V def2-TZVPD def2/J DEFGRID3
* xyz 0 1
C -1.130 -0.541 1.565
N -1.289 0.169 2.466
O 1.901 -0.709 -1.776
O -1.193 -1.217 0.603
P 0.840 -0.054 -1.053
Cl 1.309 1.125 0.454
Br -0.438 1.227 -2.259
*
```


9.
Density functional theory data (ωB97M-V/def2-TZVPD) for one molecule with the formula CBrClOS.

Summary:
E: -96483.40753 eV
HOMO level: -9.39 eV
energy relative to the best compared isomer or geometry (same formula, charge and spin): 22.9 kcal/mol
SMILES: O=C(Cl)SBr
Kohn-Sham gap: 8.495 eV

```
! RIJCOSX wB97M-V def2-TZVPD def2/J DEFGRID3
* xyz 0 1
O 0.260 0.999 -0.187
C 0.400 -0.151 -0.093
Cl 1.842 -0.931 0.015
S -1.481 -1.330 -0.053
Br -3.111 0.128 0.044
*
```


10.
Density functional theory data (ωB97M-V/def2-TZVPD) for a 2-piece molecular cluster, CBrClS overall.

Summary:
E: -94433.22361 eV
HOMO level (alpha / beta): -7.76 / -7.97 eV
energy relative to the best compared isomer or geometry (same formula, charge and spin): 62.1 kcal/mol
Kohn-Sham gap (alpha / beta): 4.789 / 5.189 eV

```
! RIJCOSX wB97M-V def2-TZVPD def2/J DEFGRID3
* xyz 0 1
C -1.141 0.220 0.016
S 0.398 0.411 -0.014
Cl 3.601 -0.423 -0.001
Br -2.858 -0.209 0.000
*
```


11.
Density functional theory data (ωB97M-V/def2-TZVPD) for one molecule with the formula CBrF2NO2.

Summary:
E: -82091.72907 eV
HOMO level (alpha / beta): -11.08 / -10.76 eV
energy relative to the best compared isomer or geometry (same formula, charge and spin): 99.6 kcal/mol
Kohn-Sham gap (alpha / beta): 8.684 / 8.314 eV

```
! RIJCOSX wB97M-V def2-TZVPD def2/J DEFGRID3
* xyz 0 1
C 0.392 0.572 -0.433
N -0.969 0.600 0.341
O -0.773 0.377 1.476
O -1.942 0.679 -0.279
F 0.171 0.415 -1.755
F 1.303 -2.297 0.499
Br 1.818 -0.346 0.150
*
```


12.
Density functional theory data (ωB97M-V/def2-TZVPD) for one molecule with the formula CBrFN4.

Summary:
E: -79753.65636 eV
HOMO level: -10.84 eV
energy relative to the best compared isomer or geometry (same formula, charge and spin): 5.7 kcal/mol
SMILES: FC1(Br)N=NN=N1
Kohn-Sham gap: 9.217 eV

```
! RIJCOSX wB97M-V def2-TZVPD def2/J DEFGRID3
* xyz 0 1
F -0.539 1.803 -0.197
C -0.393 0.524 -0.053
Br -2.136 -0.267 0.040
N 0.398 -0.398 -1.174
N 1.236 -0.992 -0.577
N 1.118 -0.769 0.873
N 0.317 0.098 1.088
*
```